[1]
19
Properties=species:S:1:pos:R:3 method="wB97M-V/def2-TZVPD" homo_ev=-18.761 smiles="C=[NH+]C(=O)CN(C)[NH3+]" lumo_energy_ev=-9.752 total_charge=+2 e_tot_ha=-397.80978 spin_multiplicity=1
C -2.6699 -1.2544 -0.4330
N -2.5412 -0.0904 0.0551
C -1.2795 0.6451 0.2057
O -1.2815 1.8032 -0.0582
C -0.0671 -0.1277 0.6607
N 1.0188 0.0962 -0.2876
C 2.1462 -0.8056 -0.1097
N 1.4818 1.4663 -0.2659
H -1.8154 -1.8607 -0.7224
H -3.6588 -1.6835 -0.5979
H -3.3684 0.4960 0.2542
H 0.1762 0.2187 1.6835
H -0.2451 -1.2000 0.7256
H 2.8647 -0.6372 -0.9127
H 2.6404 -0.6859 0.8610
H 1.8034 -1.8350 -0.2007
H 2.0798 1.6225 -1.0983
H 2.0484 1.7158 0.5743
H 0.6672 2.1167 -0.3336

---

[2]
20
Properties=species:S:1:pos:R:3 method="wB97M-V/def2-TZVPD" homo_ev=-9.135 smiles="[H]/N=C(/N)NC.CC(=O)O" lumo_energy_ev=0.702 e_tot_ha=-473.76396 spin_multiplicity=1
H -1.7460 0.0925 -1.6646
N -1.4237 0.8941 -1.1291
C -0.1728 1.1067 -1.2200
N 0.3782 2.0369 -0.3294
N 0.7483 0.4678 -2.0320
C 0.2943 -0.0866 -3.2887
H -0.3544 2.6647 -0.0217
H 1.1421 2.5321 -0.7635
H 1.6133 0.2436 -1.5614
H -0.5409 0.5214 -3.6294
H -0.0327 -1.1045 -3.1822
H 1.0102 0.0637 -4.1023
C 0.0500 -1.4306 1.9885
C -0.0096 -1.4111 3.4631
O 0.1359 -2.2883 4.2532
O -0.2507 -0.1252 3.8498
H 0.4164 -2.3166 1.4836
H 0.4436 -0.5498 1.4837
H -0.9805 -1.2875 1.7203
H -0.7207 -0.0232 4.6820

---

[3]
20
Properties=species:S:1:pos:R:3 method="wB97M-V/def2-TZVPD" homo_ev=-9.057 smiles="CN=C(N)N.CC(=O)O" lumo_energy_ev=0.816 e_tot_ha=-473.75173 spin_multiplicity=1
C 1.9666 1.7913 -0.5309
N 1.3009 0.5269 -0.5540
C 1.7814 -0.5451 -0.0449
N 3.1172 -0.7662 0.2417
N 1.0523 -1.7505 -0.1371
H 1.2892 2.5714 -0.9434
H 2.6962 1.8029 -1.3786
H 2.3699 2.1466 0.4237
H 3.5559 -0.1860 0.9393
H 3.3113 -1.7530 0.2911
H 0.1510 -1.8266 0.3172
H 0.8141 -1.8816 -1.1236
C -3.6711 0.6325 0.4278
C -2.3043 -0.0406 0.3427
O -2.0058 -1.1081 -0.1248
O -1.3583 0.9696 0.3169
H -3.6674 1.3561 -0.3735
H -3.9141 1.1843 1.3625
H -4.4497 -0.1146 0.3153
H -0.6438 0.6882 -0.3001

---

[4]
20
Properties=species:S:1:pos:R:3 method="wB97M-V/def2-TZVPD" homo_ev=-8.247 smiles="CN=C(N)N.CC(=O)O" lumo_energy_ev=0.717 e_tot_ha=-473.69433 spin_multiplicity=1
C -2.8868 1.2125 -1.2018
N -1.6673 0.6089 -0.6559
C -1.3250 -0.6532 -0.8977
N -1.7867 -1.5373 -1.8678
N -0.2330 -1.1639 -0.1272
H -3.6315 0.3983 -1.1327
H -2.9141 1.9087 -1.9254
H -3.0074 1.8567 -0.2160
H -2.4817 -1.5657 -2.5211
H -0.9409 -1.8519 -2.3663
H 0.0957 -0.6438 0.6462
H -0.1053 -2.1577 -0.1216
C 3.0654 0.0122 0.7897
C 2.3872 0.4125 2.1520
O 2.3545 -0.0870 3.2091
O 1.8968 1.6354 2.0306
H 4.1766 0.2844 0.9236
H 2.6258 0.3537 -0.2500
H 3.0156 -1.0513 0.7779
H 1.3621 2.0286 2.7545